# 1
ORCA calculation (the ωB97M-V functional and the def2-TZVPD basis) on a structure of composition CHAlO2.

Last column: Mulliken charge in e.
CARTESIAN COORDINATES (ANGSTROEM)
H -0.85 -1.49 0.45  0.59
O -0.33 1.00 0.11  0.00
O 0.12 -1.08 -0.02  -0.02
C -0.81 -0.09 -0.27  0.34
Al 1.36 0.24 0.18  1.09

Properties
**Gap between HOMO and LUMO (spin up / spin down)**: 8.34 / 7.20 eV
**Net charge**: +2
**2S+1**: 1

=====

# 2
ORCA calculation (the ωB97M-V functional and the def2-TZVPD basis) on a structure of composition C3H6N2O.

Last column: Mulliken charge in e.
CARTESIAN COORDINATES (ANGSTROEM)
C 0.66 -0.82 2.12  0.08
C -0.39 0.38 0.80  0.63
C -1.16 0.78 -0.43  -0.92
N 0.22 0.22 2.85  -0.51
N -0.45 0.93 1.96  -0.30
O 0.34 -0.80 0.90  -0.24
H 2.10 0.33 -1.19  0.15
H 1.25 -1.71 2.38  0.38
H 1.42 0.32 -0.80  -0.18
H -2.06 0.28 -0.50  0.26
H -0.54 0.61 -1.28  0.34
H -1.43 1.83 -0.38  0.32

Properties
**Gap between HOMO and LUMO**: 10.95 eV
**2S+1**: 1

=====

# 3
ORCA calculation (the ωB97M-V functional and the def2-TZVPD basis) on a structure of composition C24H25F2N3O4.

Last column: Mulliken charge in e.
CARTESIAN COORDINATES (ANGSTROEM)
C 2.07 2.86 -0.57  -1.81
H 2.38 3.07 -1.66  0.36
H 1.48 3.49 -0.16  0.53
H 3.08 2.62 -0.01  0.36
C 1.52 1.48 -0.59  0.65
N 2.11 0.55 -1.16  0.24
C 2.01 0.29 -2.46  0.20
C 1.41 0.74 -3.42  0.12
C 1.35 0.31 -4.69  0.57
C 1.92 -0.80 -5.22  -0.88
C 2.33 -1.62 -4.10  0.27
C 2.55 -1.25 -2.73  -0.95
H 3.29 -1.77 -2.18  0.55
F 2.97 -2.75 -4.54  -0.34
H 1.91 -1.24 -6.16  0.48
F 0.65 1.29 -5.65  -0.38
H 1.03 1.92 -3.32  0.14
H 2.57 -0.04 -0.55  0.30
C 0.76 0.88 0.72  0.04
C 1.15 1.61 2.00  -1.38
C 0.87 0.97 3.27  1.27
C -0.22 0.06 3.32  -1.38
C -0.65 -0.60 2.04  0.25
C -0.22 0.07 0.85  0.82
O -0.51 -0.85 -0.30  -0.52
C -1.33 -1.69 -0.49  1.91
C -1.65 -2.12 0.68  -0.53
C -1.59 -1.84 2.04  -0.73
O -1.96 -2.04 3.12  -0.62
H -2.49 -2.98 0.63  -0.10
N -1.57 -2.21 -1.66  0.00
C -2.31 -3.29 -1.93  -0.82
H -2.57 -3.88 -1.15  0.61
C -3.63 -2.60 -2.46  -0.44
H -4.36 -3.41 -2.76  0.41
O -3.76 -1.91 -3.60  -0.32
C -2.61 -0.91 -3.30  -0.79
H -2.76 0.02 -4.29  0.29
C -1.37 -1.26 -2.81  0.86
H -0.83 -0.38 -2.48  -0.38
H -0.89 -1.70 -3.75  0.00
H -3.32 0.09 -2.43  0.26
H -4.20 -2.02 -1.56  0.24
H -1.84 -3.67 -2.78  0.32
H -0.41 -0.57 4.26  0.38
C 1.48 1.55 4.30  0.28
O 2.71 1.73 4.44  -0.72
N 0.70 2.00 5.30  0.11
C -0.86 1.86 5.40  -1.09
H -1.25 2.99 5.92  0.28
H -1.19 1.85 4.35  0.55
H -1.31 1.12 5.96  0.36
C 1.16 2.19 6.58  -1.66
H 0.93 3.51 6.83  0.27
H 0.77 1.83 7.39  0.45
H 2.05 2.36 6.60  0.67
H 2.05 2.33 2.04  0.23
H 0.37 1.76 -1.11  0.19

Properties
**Gap between HOMO and LUMO**: 8.33 eV
**2S+1**: 1

=====

# 4
ORCA calculation (the ωB97M-V functional and the def2-TZVPD basis) on a structure of composition C37H35N3OP2Re.

Last column: Mulliken charge in e.
CARTESIAN COORDINATES (ANGSTROEM)
Re -0.47 -1.52 -1.11  1.37
C 1.06 0.67 -0.35  -1.14
N 0.68 1.00 1.00  0.85
C 0.67 -0.15 1.90  -1.31
P -0.55 -1.48 1.43  1.74
C -0.49 -2.73 2.73  0.97
C -0.98 -2.37 3.99  -0.58
C -0.95 -3.29 5.02  -0.76
C -0.45 -4.57 4.81  -0.55
C 0.03 -4.93 3.57  -0.84
C 0.01 -4.02 2.53  -0.40
C -2.21 -0.77 1.69  0.56
C -3.29 -1.63 1.52  -0.46
C -4.58 -1.16 1.70  -0.76
C -4.79 0.17 2.04  -0.65
C -3.72 1.03 2.19  -0.71
C -2.42 0.56 2.02  -0.70
C 0.99 2.30 1.52  1.94
C 0.50 2.67 2.78  -0.66
C 0.74 3.94 3.28  -0.97
C 1.47 4.86 2.55  -0.67
C 1.95 4.50 1.30  -0.83
C 1.71 3.23 0.79  -0.63
P -0.52 1.00 -1.35  0.45
C -0.34 2.66 -2.03  0.46
C -1.12 3.67 -1.47  -0.31
C -0.99 4.96 -1.95  -0.68
C -0.11 5.24 -2.98  -0.62
C 0.66 4.23 -3.54  -0.70
C 0.55 2.93 -3.07  -0.28
C -0.79 -0.13 -2.98  0.36
C -1.74 0.29 -3.92  -0.69
C -2.15 -0.47 -5.00  -0.78
C -1.63 -1.73 -5.25  -0.61
C -0.66 -2.22 -4.40  -0.97
C -0.25 -1.44 -3.33  -0.24
H 1.42 -0.35 -0.43  -0.18
H 1.92 1.25 -0.68  1.01
H 0.43 0.15 2.91  0.76
H 1.66 -0.64 1.92  0.45
H -1.39 -1.38 4.16  0.36
H -1.33 -3.00 6.00  0.44
H -0.44 -5.28 5.63  0.42
H 0.40 -5.93 3.40  0.45
H 0.36 -4.32 1.55  0.31
H -3.14 -2.67 1.26  0.41
H -5.42 -1.83 1.57  0.48
H -5.80 0.54 2.17  0.43
H -3.88 2.07 2.45  0.50
H -1.59 1.25 2.12  0.42
H -0.10 1.99 3.37  0.21
H 0.35 4.20 4.26  0.42
H 1.66 5.85 2.95  0.42
H 2.51 5.21 0.71  0.44
H 2.10 3.02 -0.20  0.22
H -1.81 3.44 -0.67  0.49
H -1.59 5.75 -1.52  0.46
H -0.02 6.25 -3.35  0.44
H 1.35 4.45 -4.35  0.47
H 1.15 2.14 -3.52  0.34
H -2.19 1.27 -3.78  0.49
H -2.91 -0.06 -5.65  0.45
H -1.97 -2.31 -6.10  0.44
H -0.22 -3.20 -4.55  0.50
H 0.58 -1.97 -2.75  0.74
N 2.11 -3.96 -0.32  -0.47
C 2.80 -2.88 -0.82  0.09
C 4.20 -2.95 -0.87  -0.67
C 4.90 -1.93 -1.44  -0.47
C 4.18 -0.87 -2.01  -0.93
C 2.83 -0.87 -1.93  -0.48
N 2.10 -1.84 -1.29  -0.29
H 2.47 -4.35 0.54  0.33
H 1.10 -3.85 -0.29  0.19
H 4.68 -3.83 -0.46  0.49
H 5.98 -1.96 -1.50  0.44
H 4.69 -0.07 -2.53  0.49
H 2.25 -0.09 -2.41  0.74
O -2.15 -1.73 -1.18  -0.48

Properties
**Gap between HOMO and LUMO (spin up / spin down)**: 6.41 / 5.40 eV
**Net charge**: +2
**2S+1**: 4